Formula: C21H20N7O2SeTa
Source: the Open Molecules 2025 dataset
Level of theory: wB97M-V/def2-TZVPD

Structure (XYZ):
```
52
Properties=species:S:1:pos:R:3:forces:R:3:lowdin_charge:R:1
Ta -0.232 -0.034 -0.262 0.0510 0.0143 0.1887 1.930
C -2.802 -3.573 -1.221 -0.0028 -0.0056 -0.0025 0.048
C -1.952 -2.370 -1.229 -0.0114 -0.0173 0.0232 -0.178
N -1.442 -1.807 -0.166 -0.0030 0.0066 0.0065 -0.083
N -1.669 -2.358 1.068 0.0217 0.0288 -0.0394 0.137
C -1.021 -1.719 1.985 -0.0315 -0.0585 0.0183 -0.266
O -0.269 -0.626 1.493 0.0045 0.0013 -0.1040 -0.212
C -0.981 -2.003 3.377 0.0427 0.0683 0.0090 -0.166
C -1.761 -3.066 3.874 -0.0112 -0.0014 -0.0236 0.022
C -1.723 -3.362 5.219 0.0016 -0.0016 0.0076 -0.007
C -0.914 -2.613 6.072 0.0017 -0.0002 0.0069 0.019
C -0.137 -1.559 5.587 -0.0043 0.0012 -0.0145 -0.023
C -0.168 -1.249 4.246 0.0039 -0.0078 0.0131 -0.009
C -1.563 -1.672 -2.466 -0.0121 0.0036 -0.0125 -0.183
C -1.930 -2.061 -3.731 -0.0019 -0.0023 0.0018 0.085
C -1.471 -1.325 -4.829 0.0005 0.0047 -0.0019 0.086
C -0.654 -0.219 -4.623 -0.0033 -0.0033 0.0010 0.038
C -0.316 0.124 -3.331 -0.0019 -0.0078 -0.0080 -0.092
N -0.762 -0.580 -2.259 -0.0014 -0.0089 -0.0314 -0.098
H -2.980 -3.927 -0.211 -0.0019 -0.0012 -0.0001 0.099
H -2.324 -4.366 -1.806 0.0057 0.0013 0.0022 0.135
H -3.758 -3.356 -1.708 0.0020 0.0076 -0.0007 0.132
H -2.383 -3.642 3.203 -0.0017 -0.0034 0.0061 0.128
H -2.317 -4.175 5.611 0.0004 0.0006 0.0021 0.135
H -0.885 -2.852 7.127 -0.0042 -0.0053 -0.0009 0.138
H 0.488 -0.995 6.265 0.0001 0.0000 0.0006 0.128
H 0.442 -0.440 3.866 0.0007 -0.0010 -0.0019 0.107
H -2.562 -2.928 -3.877 0.0004 0.0001 0.0018 0.152
H -1.749 -1.621 -5.834 0.0009 0.0010 0.0000 0.158
H -0.279 0.367 -5.452 0.0010 0.0006 0.0005 0.150
H 0.324 0.978 -3.132 0.0041 0.0026 0.0004 0.129
Se -2.569 2.142 -1.447 0.0124 -0.0048 -0.0216 1.266
N -1.302 1.639 -0.101 -0.0454 0.0289 0.0287 -0.425
C -1.474 2.526 0.952 -0.0030 -0.0118 -0.0029 -0.285
C -0.776 2.567 2.147 -0.0026 0.0067 -0.0034 -0.003
C -1.120 3.553 3.063 0.0034 -0.0006 0.0051 0.059
C -2.138 4.516 2.842 0.0023 -0.0010 0.0010 0.022
C -2.842 4.508 1.680 0.0014 -0.0119 -0.0179 0.084
C -2.521 3.508 0.707 0.0022 0.0118 0.0181 -0.312
N -3.142 3.422 -0.443 -0.0151 0.0042 -0.0066 -0.155
H 0.015 1.869 2.385 -0.0004 -0.0026 -0.0031 0.107
H -0.576 3.593 4.000 -0.0042 0.0047 0.0025 0.146
H -2.343 5.253 3.607 0.0020 -0.0013 0.0023 0.147
H -3.627 5.219 1.456 0.0002 0.0011 0.0042 0.156
N 3.601 -0.864 -0.099 0.0389 -0.0148 -0.0063 0.280
C 2.993 0.194 -0.574 -0.0438 0.0359 0.0968 -0.469
N 3.612 1.206 -1.128 0.0186 0.0100 0.0167 0.279
O 1.659 0.257 -0.495 0.0045 -0.0708 -0.1437 -0.195
H 4.612 -0.947 -0.120 -0.0012 -0.0016 -0.0024 0.174
H 3.097 -1.622 0.334 -0.0139 0.0084 -0.0074 0.155
H 4.623 1.232 -1.212 0.0000 -0.0039 0.0000 0.174
H 3.111 2.032 -1.420 -0.0063 -0.0036 -0.0081 0.157
```
Forces are in eV/Å.

## Properties
Charge: +4
E_HOMO in eV: -19.15
Max |F| in eV/A: 0.2
Frontier orbital gap in eV: 4.874
E in eV: -103486.3951
Energy relative to the best compared isomer or geometry (same formula, charge and spin) in eV: 0.000